A cluster of 9 separate species, C48H74N4O23 in total at a distorted geometry, computed with the ωB97M-V functional and the def2-TZVPD basis.

Calculated values
electronic energy	-3822.3533	Eh
lowest unoccupied orbital energy	-0.922	eV
HOMO-LUMO gap	0.30526	Ha
SMILES string	O=[N+]([O-])c1ccccc1.O=[N+]([O-])c1ccccc1.O=[N+]([O-])c1ccccc1.O=[N+]([O-])c1ccccc1.COC(=O)OC.COC(=O)OC.COCCOCCOC.COCCOCCOC.COCCOCCOC
HOMO level	-9.23	eV

Geometry as ORCA input:
```
! RIJCOSX wB97M-V def2-TZVPD def2/J DEFGRID3
* xyz 0 1
O 14.50215 12.29902 19.96565
O 8.89813 12.21845 16.41339
O 19.76837 20.75497 28.75996
O 21.35917 16.66897 24.18722
O 19.81847 16.16947 18.33102
O 23.95564 18.18802 21.05176
O 12.03349 17.40489 18.33650
O 14.59830 16.18730 25.07640
O 16.37543 15.33369 25.98363
O 20.68221 15.04270 25.29132
O 13.49927 14.01255 19.07151
O 12.94090 16.42650 11.88954
O 10.33298 13.53191 17.38632
O 19.15667 16.13131 24.14398
O 20.62411 14.11999 17.96280
O 19.06836 15.13902 16.64441
O 12.94331 19.14345 23.17596
O 12.76250 14.32026 14.31948
O 18.17805 19.35392 29.25704
O 15.43263 13.09679 14.94379
O 18.48046 18.83651 20.44062
O 21.42858 19.48638 20.39545
O 13.65197 18.58782 20.40950
N 10.02418 12.42135 16.90467
N 18.89378 20.00636 28.46625
N 14.37656 13.49849 19.80800
N 15.37405 15.22267 25.26421
C 20.40688 20.44176 20.08720
C 13.28863 19.27265 19.22933
C 11.59883 16.71980 17.18216
C 13.17551 16.63787 10.55528
C 18.93439 20.29205 24.72399
C 21.31148 17.70207 23.16340
C 17.39053 18.49613 25.34368
C 14.53382 12.00724 14.85793
C 15.96171 16.46992 21.38192
C 17.27086 14.59903 21.93390
C 15.33979 14.34220 20.56286
C 14.00242 15.03296 14.46717
C 15.56357 11.63911 24.20336
C 10.81554 10.23037 16.03028
C 19.70337 14.24947 25.96389
C 17.58981 18.96624 19.34974
C 10.99273 11.32028 16.86165
C 19.91190 15.02125 17.63919
C 13.12788 18.28721 18.08352
C 13.13546 10.45990 17.59491
C 15.85407 12.81396 24.79765
C 18.59769 19.73910 27.02141
C 24.88823 17.12362 20.74999
C 14.31693 19.48509 23.27020
C 17.64246 18.76940 26.70504
C 19.12544 20.09338 20.79256
C 15.11091 15.71519 20.64452
C 18.05587 19.24912 24.41816
C 11.79576 9.17122 16.03622
C 14.84090 14.29298 15.44090
C 12.94087 9.33296 16.76500
C 20.64653 16.15566 19.50744
C 12.69843 17.88596 22.60333
C 20.26488 16.02888 24.53114
C 12.06170 15.37035 12.12574
C 23.59646 18.67958 19.78186
C 16.45605 13.76845 21.15468
C 16.98214 15.93174 22.10947
C 22.70176 19.89985 19.89466
C 13.72091 12.69248 23.04414
C 14.05847 13.91648 23.62206
C 12.56860 17.95060 21.07691
C 11.83578 15.12505 13.60618
C 18.62667 13.86060 16.15842
C 14.42185 11.55466 23.38552
C 19.26030 20.49091 26.07321
C 12.15852 11.46568 17.62399
C 15.11300 13.94736 24.55551
H 17.95901 13.38534 16.86950
H 16.04522 10.68591 24.47909
H 13.71498 8.59034 16.70866
H 12.87685 18.82923 17.20479
H 15.82933 17.55677 21.44969
H 12.51849 16.93027 20.63424
H 17.78981 19.09533 23.34233
H 18.06715 19.49809 18.51887
H 10.90196 14.54782 13.66644
H 19.41871 20.81081 23.94273
H 15.66862 14.96102 15.64830
H 17.37619 17.96187 18.98569
H 13.82241 12.01700 15.67345
H 11.70284 17.51891 22.90209
H 14.20410 14.12987 16.35040
H 12.25881 16.82011 10.08425
H 11.51542 8.27523 15.51021
H 19.75391 13.26246 25.47464
H 11.33336 17.51665 16.43056
H 14.07980 10.64196 18.08827
H 12.29834 12.34294 18.22430
H 12.38112 16.09577 16.76913
H 20.59312 17.56225 22.36952
H 11.62076 18.42328 20.84677
H 17.16222 18.20118 27.46803
H 24.51595 16.22647 20.23916
H 11.03879 15.44600 11.66755
H 15.12840 11.08311 14.76359
H 20.06967 14.27700 26.99338
H 16.66545 12.81942 25.49934
H 21.64493 15.86284 19.21010
H 9.88911 10.21216 15.51758
H 14.47256 15.08328 13.48048
H 20.06538 21.10335 26.35164
H 13.77063 17.50260 10.49446
H 12.33693 19.79899 19.42472
H 12.91609 12.59850 22.30587
H 18.06213 14.13116 22.49183
H 25.35674 16.72321 21.61433
H 20.76374 21.43297 20.47732
H 14.02932 17.68082 17.90996
H 22.56410 20.30302 18.92595
H 20.34258 20.55628 18.99816
H 17.62084 16.54795 22.71322
H 14.66750 19.77637 22.29332
H 20.21439 15.42978 20.19882
H 22.32605 17.58883 22.69710
H 18.43203 20.92041 20.71701
H 16.72425 12.74055 21.10256
H 18.08768 14.04335 15.22589
H 14.23384 10.62877 22.93229
H 18.67901 14.65880 25.86467
H 20.54207 17.21213 19.85524
H 14.98342 18.69703 23.66197
H 12.41446 14.41791 11.79537
H 10.78554 16.12202 17.52967
H 13.48893 17.24508 22.92304
H 19.52112 13.24719 15.91504
H 13.83755 16.01906 14.90295
H 23.15618 20.67561 20.54279
H 14.13011 19.91757 18.98582
H 16.68716 19.44927 19.70523
H 13.54409 14.80321 23.41276
H 21.11358 18.62785 23.66738
H 25.69000 17.41664 20.04595
H 24.47806 19.01567 19.23765
H 14.22219 16.10474 20.14701
H 14.42386 20.26789 24.00570
H 23.11042 17.87615 19.21987
H 13.68117 15.76412 10.11712
H 11.64983 16.02012 14.16607
H 19.29534 19.88924 21.82248
H 13.95897 12.01053 13.91909
H 16.66617 17.76149 25.03805
*
```

A structure of composition C7H12InO3 at a distorted geometry, computed with the ωB97M-V functional and the def2-TZVPD basis.

Calculated values
electronic energy	-688.3291	Eh
lowest unoccupied orbital energy (spin up / spin down)	-12.683 / -15.439	eV
HOMO-LUMO gap (spin up / spin down)	0.34581 / 0.14349	Ha
HOMO level (spin up / spin down)	-22.09 / -19.34	eV

Geometry as ORCA input:
```
! RIJCOSX wB97M-V def2-TZVPD def2/J DEFGRID3
* xyz 3 1
In 5.20112 2.19077 0.44675
O 4.72559 0.66394 1.46974
O 2.82712 -0.30807 0.87823
O 3.58757 1.52758 -0.19022
C 0.82880 -1.51266 0.42660
C -1.64762 -1.75730 -0.03105
C 3.72659 0.62752 0.69151
C 1.65236 -0.29195 0.05666
C -3.69214 1.78638 -0.77342
C -0.33472 -1.74394 -0.44691
C -2.70383 1.20957 -0.05447
H -2.09642 1.86878 -0.86783
H 0.54535 -1.51949 1.48772
H -3.87405 2.86227 -0.72033
H -2.45640 1.57543 0.94495
H -1.85284 -2.03959 1.00631
H -0.13758 -1.81189 -1.52357
H 1.09237 0.63298 0.24542
H 1.44454 -2.42114 0.24791
H -2.14202 -0.21042 -0.08952
H -2.37719 -2.22076 -0.70259
H 1.95028 -0.31943 -0.99932
H -4.26688 1.21141 -1.50256
*
```

An isolated molecule of C6H3F3O at a distorted geometry, computed with the ωB97M-V functional and the def2-TZVPD basis.

Calculated values
energy relative to the best compared isomer or geometry (same formula, charge and spin)	72.3	kcal/mol
electronic energy	-605.0756	Eh
lowest unoccupied orbital energy	0.058	eV
HOMO-LUMO gap	0.34079	Ha
HOMO level	-9.22	eV

Geometry as ORCA input:
```
! RIJCOSX wB97M-V def2-TZVPD def2/J DEFGRID3
* xyz 0 1
F 3.55690 0.71701 0.13256
F 0.39173 -2.13004 -3.00564
F 3.57668 -1.21417 -2.07666
O 0.00037 -2.39988 -0.71292
C 2.46482 0.03613 -0.33126
C 1.23641 0.39573 0.34175
C -0.01110 -0.02084 0.09821
C 0.48268 -1.72064 -1.75161
C -0.45337 -1.01981 -0.89252
C 2.58539 -0.83697 -1.31222
H -1.50080 -0.96602 -1.18294
H 1.38627 1.12742 1.12484
H -0.81384 0.39490 0.68851
*
```

A structure of composition C36H40BIrN6S3, computed with the ωB97M-V functional and the def2-TZVPD basis.

Calculated values
energy relative to the best compared isomer or geometry (same formula, charge and spin)	0.0	kcal/mol
electronic energy	-3047.7243	Eh
lowest unoccupied orbital energy	-6.323	eV
HOMO-LUMO gap	0.26109	Ha
HOMO level	-13.43	eV

Geometry as ORCA input:
```
! RIJCOSX wB97M-V def2-TZVPD def2/J DEFGRID3
* xyz 2 1
Ir 0.06320 -0.30033 0.51716
S -0.03804 2.70402 -1.79535
S 1.42286 1.58310 1.17013
S 3.19834 3.86167 -1.32760
N -2.38212 0.80289 -0.60971
N -2.08784 -1.63408 -0.91092
N -1.19506 -1.85465 0.09976
N -1.63864 0.72367 0.50590
N -0.70775 -0.10867 -2.27365
N 0.29281 -0.38686 -1.42483
C -1.42415 -3.07927 0.61042
C 3.88791 -0.98149 -1.76332
C 2.57965 -0.99985 -1.29908
C 1.44045 -0.52509 -2.08658
C -0.89174 -5.07901 1.94138
C -2.13988 1.52673 1.43969
C 4.91837 -1.45091 -0.96029
C 4.66275 -1.94640 0.31429
C -0.06344 0.19559 4.23429
C -3.97975 -2.79711 -2.04064
C 0.73115 3.24999 0.93479
C -0.65648 -3.72377 1.69651
C 0.96697 -3.75657 3.49992
C -1.46591 1.48636 2.73446
C 0.00143 1.28261 5.09091
C 2.33275 -1.52609 -0.02092
C -0.21680 -5.75761 2.94123
C -2.88744 -2.70760 -1.03142
C -0.19267 -0.03897 -3.51558
C -4.41956 1.97681 -1.41876
C -3.38332 1.67901 -0.39242
C -2.49880 -3.63749 -0.08882
C -0.80662 0.29634 3.06578
C 0.78968 3.99115 -2.77956
C 3.09658 1.71292 0.45841
C 1.17328 -0.29626 -3.43467
C 3.23713 2.06876 -1.01379
C -1.04259 0.20854 -4.71170
C -0.27151 3.50232 -0.18821
C -3.26114 2.16063 0.90846
C 0.71752 -5.10025 3.72744
C 3.36164 -1.98280 0.79206
C -0.67797 2.45737 4.78160
C -1.41094 2.56494 3.60813
C 0.28800 -3.07911 2.49784
C 2.30365 3.87085 -2.90087
B -2.13125 -0.28009 -1.68010
H 2.68581 4.72241 -3.46528
H 0.34268 3.93109 -3.77361
H 0.50681 4.95706 -2.36211
H -4.47537 -3.76088 -1.95755
H -5.16748 2.64834 -1.00527
H 2.44103 1.61442 -1.59546
H 5.47423 -2.31949 0.92376
H -2.97121 -0.28778 -2.51660
H -1.00483 -0.61175 2.48476
H 1.61784 3.86819 0.80988
H 0.51361 -2.02766 2.37801
H -1.60524 -5.62300 1.33894
H 1.24475 -5.62962 4.50919
H 3.56021 0.75177 0.67250
H 5.93385 -1.43221 -1.33303
H 1.30405 -1.80781 0.32040
H 1.69010 -3.22788 4.10896
H -0.63203 3.29724 5.46177
H -4.91821 1.06718 -1.75143
H -1.27612 3.22392 0.13588
H -2.94768 -4.60315 0.05814
H 2.58490 2.97604 -3.45753
H -3.58987 -2.69855 -3.05354
H -4.72390 -2.01573 -1.88664
H 4.10367 -0.58910 -2.74896
H -1.91884 3.48929 3.36201
H -1.82674 -0.54351 -4.79693
H -0.43551 0.17420 -5.61266
H 4.19292 1.67622 -1.36232
H -3.97082 2.45554 -2.28969
H 0.41925 -0.73814 4.49259
H 1.85634 -0.36897 -4.26372
H -0.29163 4.58052 -0.35572
H -0.42155 -6.80683 3.10409
H 0.56050 1.21169 6.01386
H 3.13969 -2.40418 1.76350
H -1.51831 1.18783 -4.65159
H 0.27138 3.49525 1.89240
H 3.58531 2.45028 1.09919
H -3.92830 2.84179 1.40805
*
```

What is the electronic energy in the third record? -605.0756 Eh